[1]
54
Properties=species:S:1:pos:R:3:forces:R:3:nbo_charge:R:1 method="wB97M-V/def2-TZVPD" gap_ha="0.26206 / 0.23415" max_force_ev_per_a=1.3 lumo_ev="-6.30 / -7.03" homo_energy_ev="-13.429 / -13.404" e_above_lowest_kj_mol=184.8 total_charge=+2 multiplicity=2
Cu 0.069 -0.033 0.794 0.5271 0.5988 -0.4282 0.912
O 0.785 -3.644 2.660 -0.1946 -0.4475 0.1377 -0.624
C 0.385 -2.502 2.168 1.0611 0.7067 -0.2144 0.786
O 1.122 -1.562 1.895 -0.2655 -0.6303 0.3162 -0.627
C -1.077 -2.408 1.925 -0.8924 -0.1437 -0.1774 0.086
C -1.995 -3.401 2.254 0.0544 0.2370 -0.0621 -0.149
C -3.331 -3.177 1.952 0.0791 0.1160 -0.1060 -0.128
C -3.703 -1.997 1.310 0.1985 -0.0047 0.0718 -0.174
C -2.722 -1.055 1.017 0.1151 -0.6423 0.3415 0.072
N -1.443 -1.273 1.330 -0.2625 -0.3887 0.1953 -0.494
C -2.950 0.294 0.407 0.3852 0.4839 -0.0126 0.793
O -4.102 0.575 -0.158 -0.2529 0.1177 -0.1350 -0.614
O -2.067 1.131 0.458 -1.0653 -0.3317 -0.1315 -0.631
H 1.750 -3.717 2.764 -0.1157 0.3080 -0.0726 0.535
H -1.666 -4.310 2.731 0.0128 -0.0583 0.0509 0.268
H -4.076 -3.916 2.212 -0.0184 0.0075 -0.0419 0.260
H -4.744 -1.832 1.074 -0.0589 0.0373 0.0076 0.238
H -4.739 -0.153 -0.226 0.2364 0.0063 0.0809 0.512
O 1.410 -0.829 -2.031 -0.2058 -0.9039 -0.2614 -0.654
B 1.084 -0.043 -0.986 -0.3159 0.4165 0.6520 0.735
O 1.652 1.221 -1.104 0.4331 0.4459 -0.2026 -0.748
C 2.390 1.186 -2.273 0.2863 -0.6610 -0.8816 0.263
C 3.189 2.152 -2.848 -0.2582 -0.1633 0.3132 -0.272
C 3.824 1.806 -4.033 -0.0115 -0.0100 -0.0552 -0.190
C 3.643 0.557 -4.616 0.0785 0.0899 -0.0583 -0.192
C 2.839 -0.415 -4.038 -0.2287 -0.0916 0.3779 -0.214
C 2.229 -0.077 -2.847 0.4266 0.9109 -0.1230 0.208
H 3.324 3.119 -2.392 0.0618 0.1788 0.0361 0.218
H 4.472 2.524 -4.507 0.0493 0.0700 -0.0802 0.235
H 4.145 0.333 -5.543 0.0518 -0.0168 -0.0768 0.238
H 2.707 -1.384 -4.491 -0.0276 -0.1140 -0.0182 0.244
C 1.197 4.894 2.590 0.5211 0.2383 0.3415 -0.057
N -0.279 4.551 2.410 -0.1074 0.3702 0.2325 -0.388
C -0.766 5.271 1.151 -0.3929 0.3375 -0.2032 -0.054
N 0.030 4.923 0.041 0.0239 0.2988 -0.2078 -0.434
C 1.425 5.259 0.268 0.1321 0.1841 -0.0232 -0.072
N 1.934 4.556 1.434 0.3011 0.2792 0.0319 -0.434
C 2.074 3.133 1.218 -0.0186 -0.6571 -0.1465 -0.528
P 0.441 2.322 0.819 0.1139 0.5660 0.8647 0.820
C -0.475 3.090 2.283 -0.0370 -0.9275 -0.2304 -0.559
C -0.161 3.571 -0.431 -0.0837 -0.6529 -0.2727 -0.516
H 1.571 4.354 3.465 -0.1862 0.0348 -0.0889 0.230
H 1.269 5.971 2.774 -0.2028 -0.1416 0.0040 0.235
H -0.799 4.895 3.221 0.0233 0.0177 -0.0913 0.440
H -0.692 6.344 1.343 -0.0171 -0.0967 0.1397 0.234
H -1.811 4.995 0.983 0.1311 0.0017 0.1608 0.232
H 1.521 6.337 0.431 -0.0514 -0.0935 -0.0116 0.226
H 2.015 4.991 -0.608 -0.0335 -0.0061 0.0265 0.227
H 2.499 2.660 2.109 0.0039 0.0301 -0.0760 0.240
H 2.762 2.954 0.390 -0.0132 -0.0104 0.0687 0.256
H -0.132 2.602 3.200 -0.0354 0.1519 -0.0336 0.245
H -1.541 2.883 2.162 0.0672 0.0859 0.0409 0.257
H -1.220 3.394 -0.629 0.0516 -0.0607 -0.0297 0.253
H 0.391 3.439 -1.364 -0.0734 -0.0727 0.0617 0.256

***

[2]
57
Properties=species:S:1:pos:R:3:forces:R:3:nbo_charge:R:1 method="wB97M-V/def2-TZVPD" gap_ha=0.23082 max_force_ev_per_a=1.8 lumo_ev=-8.62 homo_energy_ev=-14.905 e_above_lowest_kj_mol=0.0 total_charge=+2 multiplicity=1
Ti -0.249 1.136 0.370 1.3277 -0.9316 -0.6585 1.848
C 0.345 -1.992 3.078 0.0092 0.0962 0.0121 -0.292
C 0.381 -0.629 2.854 -0.0616 -0.0100 0.0082 0.021
N -0.137 -0.368 1.638 -0.0939 -0.0805 0.4050 -0.412
N -0.475 -1.549 1.061 -0.1408 0.0957 -0.1622 -0.312
C -0.197 -2.533 1.919 -0.0249 -0.1473 -0.0251 0.085
B -1.301 -1.606 -0.300 -0.0876 0.0694 0.1580 0.948
N -2.552 -0.741 -0.004 0.2587 0.1795 0.0063 -0.322
C -3.876 -0.887 -0.100 -0.0985 -0.0264 -0.0187 0.065
C -4.491 0.292 0.284 0.0569 -0.0463 -0.0049 -0.292
C -3.446 1.141 0.597 0.0017 0.0169 -0.0233 0.017
N -2.265 0.525 0.418 -0.4215 -0.2608 0.0216 -0.386
N -0.552 -0.794 -1.454 -0.1365 -0.0156 0.0554 -0.328
C -0.035 -1.260 -2.594 0.0958 -0.0797 -0.0182 0.101
C 0.372 -0.199 -3.393 -0.0114 0.0217 0.0054 -0.283
C 0.077 0.930 -2.664 0.0269 0.0054 0.0171 0.046
N -0.518 0.584 -1.503 -0.0637 -0.0912 -0.2381 -0.418
N -1.474 -3.029 -0.663 -0.0143 -0.0064 -0.0720 -0.441
C -2.513 -3.915 -0.668 -0.0022 -0.0556 0.0183 -0.022
C -2.008 -5.151 -0.950 -0.0069 0.0306 0.0121 -0.304
C -0.621 -4.944 -1.099 -0.0079 0.0029 0.0119 -0.012
N -0.296 -3.680 -0.919 0.0021 0.0044 -0.0328 -0.317
H 0.669 -2.520 3.957 0.0100 -0.0109 0.0103 0.278
H 0.747 0.168 3.481 0.0111 -0.0246 0.0370 0.242
H -0.393 -3.560 1.659 0.0021 0.0057 -0.0305 0.271
H -4.320 -1.806 -0.438 -0.0027 0.0038 -0.0056 0.249
H -5.545 0.498 0.334 -0.0139 -0.0063 -0.0038 0.274
H -3.513 2.156 0.948 -0.0305 -0.0116 0.0119 0.214
H 0.012 -2.322 -2.771 -0.0094 -0.0015 0.0266 0.283
H 0.812 -0.253 -4.373 0.0087 -0.0001 -0.0138 0.278
H 0.256 1.965 -2.905 -0.0129 -0.0016 0.0039 0.242
H -3.528 -3.629 -0.461 -0.0055 0.0027 -0.0025 0.217
H -2.553 -6.074 -1.038 -0.0148 -0.0103 -0.0014 0.259
H 0.144 -5.668 -1.328 0.0172 -0.0053 -0.0050 0.238
N -1.149 2.928 1.017 0.1412 0.4724 0.4049 -0.819
C 0.220 3.309 0.835 -0.1729 0.4356 -0.0967 0.034
C 0.604 3.713 -0.456 0.0664 -0.2104 0.0642 -0.244
C 1.948 3.710 -0.765 -0.0465 0.0810 -0.1581 -0.106
C 2.864 3.257 0.182 -0.0694 0.0165 0.2953 -0.251
C 2.501 3.040 1.500 -0.0275 0.0383 0.0163 -0.116
C 1.156 3.056 1.841 -0.0484 -0.1771 0.0755 -0.230
S 4.292 2.374 -0.449 0.4058 0.7218 0.1283 2.426
O 4.839 1.702 0.690 0.0407 -0.0627 -0.0551 -0.929
O 5.070 3.242 -1.259 -0.0534 -0.2158 0.0020 -0.879
O 3.428 1.448 -1.285 -0.1408 -0.3984 -0.4087 -0.945
H -1.791 3.395 0.381 -0.0114 0.0465 0.0633 0.441
H -1.476 3.011 1.978 -0.0899 -0.0052 -0.0411 0.443
H -0.145 3.970 -1.197 -0.0073 0.0498 0.0118 0.255
H 2.284 3.935 -1.770 0.0370 0.0211 0.0255 0.279
H 3.253 2.721 2.211 0.0068 0.0270 0.0009 0.287
H 0.843 2.795 2.847 -0.0729 0.0684 -0.0030 0.255
C 2.386 -0.658 0.292 -0.0750 -0.1749 0.1924 -0.259
O 1.639 0.563 0.005 -0.9027 -0.0504 0.8716 -0.829
H 3.442 -0.395 0.329 -0.0399 -0.0200 -0.0366 0.243
H 2.211 -1.388 -0.497 -0.0363 0.0047 -0.0055 0.206
H 2.109 -1.077 1.257 -0.0356 0.1096 -0.1168 0.189
H 2.514 1.062 -0.663 0.5652 0.5110 -0.7347 0.512

***

[3]
54
Properties=species:S:1:pos:R:3:forces:R:3:nbo_charge:R:1 method="wB97M-V/def2-TZVPD" gap_ha=0.22519 max_force_ev_per_a=0.9 lumo_ev=-3.32 homo_energy_ev=-9.452 total_charge=+1 multiplicity=1
Lu 1.939 0.980 1.425 0.0434 -0.4318 -0.7313 1.809
O 7.664 -0.154 3.800 0.0556 -0.0045 0.2325 -0.610
C 6.554 -0.095 3.081 -0.3893 0.0125 -0.3415 0.408
C 6.518 -0.033 1.686 0.1516 -0.0137 0.0849 -0.318
C 5.301 0.030 1.050 -0.0357 0.0508 -0.1864 0.106
N 4.127 0.035 1.695 -0.1871 -0.1061 0.4412 -0.596
C 4.195 -0.028 3.025 0.0617 -0.1386 -0.2710 0.206
Br 2.484 -0.023 3.911 0.3870 -0.3557 0.7227 0.191
C 5.336 -0.104 3.770 0.0773 0.0135 0.3451 -0.314
H 8.460 -0.113 3.258 0.0363 -0.0055 -0.0932 0.505
H 7.432 -0.030 1.107 -0.0277 0.0022 -0.0263 0.245
H 5.254 0.083 -0.029 -0.0065 0.0281 -0.0001 0.223
H 5.321 -0.159 4.849 -0.0186 0.0234 -0.0206 0.267
N 2.654 2.732 1.765 0.2457 0.5043 0.6167 -1.075
C 2.039 3.336 0.741 0.1972 0.0781 -0.4944 0.151
C 1.491 4.652 0.790 -0.3430 0.0359 -0.2240 -0.275
C 0.793 5.169 -0.270 0.1054 -0.0004 0.2936 -0.102
C 0.572 4.425 -1.442 -0.0231 -0.2222 -0.2106 -0.305
C 1.118 3.169 -1.558 -0.1398 0.0779 -0.3311 -0.161
C 1.849 2.615 -0.502 -0.0547 0.1590 0.5541 -0.503
H 1.660 5.231 1.688 0.0394 -0.0201 0.0079 0.228
H 0.410 6.181 -0.210 -0.0196 -0.0167 0.0087 0.210
H 0.011 4.854 -2.261 0.0359 -0.0036 -0.0131 0.222
H 1.020 2.632 -2.496 0.0113 -0.0214 0.0235 0.211
H 2.461 1.711 -0.686 0.1319 0.2604 -0.3952 0.164
C -5.005 -3.719 -4.566 -0.0620 0.0725 -0.0120 -0.623
C -4.048 -3.618 -3.389 -0.1112 0.3648 0.2252 -0.641
S -4.276 -2.027 -2.575 0.5221 -0.2967 0.2350 2.163
O -5.671 -1.780 -2.356 -0.1712 -0.0299 0.0838 -0.926
O -3.481 -1.042 -3.273 0.0574 -0.0221 -0.0339 -0.966
C -3.479 -2.219 -0.940 -0.2967 0.0395 -0.4993 -0.665
C -3.394 -0.818 -0.335 -0.1658 -0.1538 -0.2054 -0.242
N -2.249 -0.657 0.560 -0.1387 -0.0953 0.1696 -0.297
C -1.057 -0.172 0.188 0.2412 0.0842 0.0474 0.457
N -0.230 -0.070 1.236 -0.3505 0.1057 -0.0786 -0.631
C -0.936 -0.503 2.325 -0.2422 -0.1125 0.0538 -0.013
C -2.180 -0.873 1.922 0.3968 0.1753 -0.0111 0.150
N -3.208 -1.448 2.739 -0.0819 -0.1974 0.1122 0.525
O -3.015 -1.414 3.936 -0.0401 0.0257 -0.1421 -0.337
O -4.164 -1.954 2.181 0.0716 0.1116 -0.0116 -0.370
C -0.716 0.226 -1.202 -0.2109 0.0415 -0.0261 -0.680
H -4.878 -4.681 -5.060 0.0225 -0.0061 0.0044 0.233
H -4.813 -2.929 -5.291 0.0020 -0.0229 -0.0129 0.230
H -6.036 -3.632 -4.227 0.0088 -0.0237 -0.0224 0.240
H -3.004 -3.634 -3.700 0.0243 -0.0707 0.0636 0.240
H -4.237 -4.385 -2.637 0.0120 -0.0144 -0.0093 0.237
H -2.494 -2.653 -1.122 0.0213 0.0466 0.0138 0.232
H -4.084 -2.890 -0.334 0.0372 -0.0354 -0.0014 0.264
H -4.301 -0.600 0.215 -0.0153 0.0859 0.0308 0.263
H -3.283 -0.087 -1.135 0.0179 0.0575 0.0843 0.253
H -0.545 -0.547 3.327 0.0085 -0.0008 -0.0149 0.242
H -1.025 1.258 -1.384 0.0511 0.0056 0.0025 0.272
H -1.213 -0.401 -1.941 0.0394 -0.0384 0.0019 0.264
H 0.360 0.172 -1.346 0.0173 -0.0022 -0.0394 0.236

***

[4]
61
Properties=species:S:1:pos:R:3:forces:R:3:nbo_charge:R:1 method="wB97M-V/def2-TZVPD" gap_ha=0.26508 max_force_ev_per_a=7.5 lumo_ev=-1.14 homo_energy_ev=-8.352 smiles=CC(C)CCc1cnc2ccccc2n1.ClC(Cl)Cl.ClC(Cl)Cl.ClC(Cl)Cl.ClC(Cl)Cl.ClC(Cl)Cl.ClC(Cl)Cl multiplicity=1
C 3.868 -0.509 3.389 -0.6323 -0.4975 -1.1947 -0.635
C 2.682 0.626 3.348 0.5832 0.2386 1.0024 -0.224
C 1.340 -0.032 4.019 0.3739 -0.0061 1.0944 -0.648
C 2.456 1.339 1.889 -0.5855 0.4761 -0.1156 -0.413
C 1.362 0.603 0.914 0.3248 -0.9931 -0.6280 -0.464
C 1.703 -1.020 0.747 1.6582 -2.3476 -0.3749 0.196
C 0.567 -2.146 1.045 1.7241 -1.4573 -0.6127 -0.022
N 0.722 -3.637 0.933 4.5904 5.8523 -0.9326 -0.372
C 2.141 -3.935 0.541 1.2029 -1.3034 -0.3579 0.110
C 2.540 -5.547 0.371 3.3049 1.0617 -0.6961 -0.208
C 4.065 -6.059 -0.008 -1.6895 3.6630 0.7162 -0.238
C 5.264 -4.953 -0.232 -3.9366 3.1550 0.8271 -0.232
C 4.870 -3.362 -0.111 -1.4514 -3.3443 0.4334 -0.218
C 3.328 -2.857 0.272 0.0471 -0.2952 -0.0626 0.126
N 3.109 -1.373 0.350 -5.1970 -3.5178 1.3446 -0.420
H 4.350 -0.675 4.446 -0.9245 0.6242 -2.0759 0.221
H 4.648 -0.236 2.549 -1.2520 -0.6295 1.9618 0.222
H 3.381 -1.548 3.066 1.1737 2.1978 0.6836 0.210
H 3.033 1.494 4.088 -0.7412 -1.7683 -1.7336 0.209
H 0.333 0.222 3.479 1.9787 -0.5258 1.0125 0.213
H 1.499 -1.203 4.122 -0.5984 2.4350 -0.4576 0.222
H 1.277 0.368 5.142 -0.0685 -0.8567 -2.4741 0.221
H 2.049 2.435 2.109 0.7300 -2.2862 -0.5553 0.216
H 3.440 1.486 1.257 -1.8185 -0.5387 1.5289 0.230
H 0.242 0.708 1.282 2.4271 -0.2332 -0.7049 0.226
H 1.438 1.102 -0.167 -0.1817 -1.2621 2.5181 0.245
H -0.506 -1.748 1.386 2.6108 -1.0955 -0.8585 0.228
H 1.681 -6.352 0.534 2.1021 1.9994 -0.3774 0.247
H 4.336 -7.215 -0.091 -0.8730 2.8573 0.2197 0.244
H 6.386 -5.205 -0.492 -2.6944 0.3550 0.6164 0.245
H 5.702 -2.523 -0.264 -2.1351 -2.0469 0.3761 0.247
Cl -1.242 2.262 -4.022 0.1027 -0.5719 0.1768 0.019
C -0.261 1.562 -2.724 -0.0259 -0.1092 -0.1299 -0.282
Cl 0.499 2.840 -1.759 -0.1148 -0.0186 -0.2296 0.014
Cl -1.248 0.510 -1.695 0.1094 0.0596 -0.1213 0.016
H 0.529 0.957 -3.177 -0.2608 0.2016 0.1695 0.236
Cl -4.932 -0.991 -5.646 0.0892 0.1657 0.1384 0.020
C -4.520 0.402 -4.631 0.0871 -0.0411 -0.0851 -0.280
Cl -4.883 1.917 -5.476 0.1157 -0.1698 0.1335 0.018
Cl -5.389 0.327 -3.089 0.1362 0.0467 -0.1088 0.003
H -3.448 0.372 -4.424 -0.3600 0.0360 -0.0331 0.237
Cl 0.765 6.026 -6.379 -0.1876 0.0028 0.0822 0.016
C -0.854 5.745 -5.714 -0.0310 0.0622 0.0991 -0.280
Cl -1.669 4.441 -6.594 0.0089 0.1677 -0.0044 0.014
Cl -0.759 5.365 -3.986 -0.0788 0.4492 -0.4092 0.019
H -1.439 6.660 -5.834 0.2071 -0.3321 0.0312 0.233
Cl 1.007 7.202 -1.932 0.3117 -0.0568 0.1764 0.021
C 2.378 6.085 -1.822 -0.0176 0.0619 -0.1087 -0.283
Cl 3.910 6.964 -1.971 -0.1867 -0.1513 -0.0138 0.021
Cl 2.325 5.182 -0.299 0.0369 0.0781 -0.1205 0.015
H 2.309 5.372 -2.648 -0.0113 0.2134 0.2542 0.235
Cl -9.236 -1.488 -0.603 0.1875 0.0913 0.0241 0.013
C -7.792 -0.704 0.058 0.0827 -0.0019 -0.0550 -0.286
Cl -8.190 0.904 0.689 0.0778 -0.1385 -0.1040 0.011
Cl -7.064 -1.706 1.325 -0.2951 0.4960 -0.5948 0.015
H -7.064 -0.586 -0.749 -0.2801 -0.0387 0.2605 0.226
Cl -4.322 -3.779 5.550 -0.1780 0.1301 -0.0732 0.020
C -5.497 -2.752 4.711 0.0056 0.0079 0.0961 -0.281
Cl -4.762 -1.202 4.267 -0.1252 -0.1687 0.0735 0.018
Cl -6.129 -3.575 3.275 0.2519 -0.3145 0.6073 0.030
H -6.330 -2.556 5.390 0.2904 -0.0673 -0.2545 0.233